# 1
{
  "formula": "C5H11FSi",
  "method": "ωB97M-V with the def2-TZVPD basis set",
  "total_charge": 0,
  "homo_energy_ev": [-7.6, -6.7],
  "orbital_gap_ev": [7.76, 6.70],
  "relative_energy_kcal_mol": 78.5,
  "elements": ["Si", "F", "C", "C", "C", "C", "C", "H", "H", "H", "H", "H", "H", "H", "H", "H", "H", "H"],
  "positions_angstrom": [[1.596, -0.182, 0.254], [1.940, -1.332, 1.440], [-1.686, 0.662, 0.802], [2.721, 1.177, 0.654], [1.309, -1.189, -1.476], [-2.660, -0.088, 0.080], [-2.951, -1.366, 0.381], [0.294, -1.556, -1.522], [-3.785, -1.861, -0.128], [-1.137, 0.069, 1.491], [-2.420, -2.131, 1.084], [-3.266, 0.450, -0.705], [1.746, -0.450, -2.185], [3.809, 0.897, 0.724], [2.937, 1.940, -0.155], [2.640, 1.614, 1.592], [1.957, -1.986, -1.212], [-1.715, 1.709, 0.818]],
  "lowdin_charge": [0.69, -0.26, -0.03, -0.26, -0.18, -0.30, -0.04, 0.01, 0.04, 0.00, 0.10, 0.11, 0.02, 0.05, 0.05, -0.01, -0.02, 0.02]
}


# 2
{
  "formula": "C5H11GdNP",
  "method": "ωB97M-V with the def2-TZVPD basis set",
  "total_charge": 0,
  "homo_energy_ev": [-6.2, -4.8],
  "orbital_gap_ev": [5.79, 4.53],
  "multiplicity": 8,
  "elements": ["Gd", "P", "N", "C", "C", "C", "C", "C", "H", "H", "H", "H", "H", "H", "H", "H", "H", "H", "H"],
  "positions_angstrom": [[0.442, 0.395, 0.277], [-0.949, 2.810, 0.384], [1.083, 0.771, 2.567], [0.261, -1.765, 0.547], [-0.651, 0.105, -1.678], [0.381, -2.605, -0.525], [-0.378, -1.037, -2.380], [0.121, -2.298, -1.903], [-0.604, -1.002, -3.460], [-0.091, 3.963, 0.533], [0.683, -3.638, -0.290], [0.926, -0.059, 3.144], [2.058, 0.902, 2.263], [-1.732, 3.029, -0.803], [0.212, -3.116, -2.629], [-0.962, 1.063, -2.154], [0.672, 1.612, 2.973], [0.388, -1.967, 1.635], [-1.862, 2.835, 1.499]],
  "lowdin_charge": [0.93, 0.62, -0.10, -0.34, -0.34, -0.29, -0.30, -0.15, 0.08, -0.12, 0.08, 0.05, 0.02, -0.10, 0.09, -0.03, 0.03, -0.01, -0.12]
}


# 3
{
  "formula": "C5H11IN3S",
  "method": "ωB97M-V with the def2-TZVPD basis set",
  "total_charge": 1,
  "smiles": "CC(C)(I)/C(N)=[NH+]/C(N)=S",
  "homo_energy_ev": -12.8,
  "orbital_gap_ev": 8.51,
  "relative_energy_kcal_mol": 0.0,
  "elements": ["I", "S", "N", "N", "N", "C", "C", "C", "C", "C", "H", "H", "H", "H", "H", "H", "H", "H", "H", "H", "H"],
  "positions_angstrom": [[-2.516, 1.283, -0.207], [3.203, 1.813, -0.770], [1.966, 3.230, 1.017], [0.941, 0.303, -1.646], [0.837, 1.186, 0.473], [-1.018, -0.389, -0.176], [1.894, 2.172, 0.235], [-0.810, -1.149, 1.162], [0.340, 0.378, -0.511], [-1.358, -1.341, -1.347], [-0.255, -2.021, 1.010], [1.423, 3.309, 1.955], [-1.801, -1.386, 1.749], [0.571, -0.195, -2.355], [-0.086, -0.556, 1.757], [-1.244, -0.939, -2.417], [-2.367, -1.661, -1.107], [2.721, 3.877, 0.797], [-0.638, -2.143, -1.300], [0.310, 1.247, 1.338], [1.754, 0.999, -1.954]],
  "lowdin_charge": [0.89, 0.74, 0.10, 0.20, 0.08, -0.76, -0.77, -0.08, -0.36, -0.14, 0.07, 0.18, 0.14, 0.07, 0.07, 0.11, 0.08, 0.11, 0.08, 0.13, 0.06]
}


# 4
{
  "formula": "C5H11LaO3",
  "method": "ωB97M-V with the def2-TZVPD basis set",
  "total_charge": 2,
  "homo_energy_ev": -16.2,
  "orbital_gap_ev": 7.41,
  "elements": ["La", "O", "O", "O", "C", "C", "C", "C", "C", "H", "H", "H", "H", "H", "H", "H", "H", "H", "H", "H"],
  "positions_angstrom": [[0.496, -1.658, -1.220], [0.413, 0.642, -1.455], [0.333, -2.893, 0.286], [-1.044, -0.676, 0.278], [-1.331, 0.713, 0.154], [1.301, 1.362, -2.309], [-0.848, -1.293, 1.529], [-0.401, -2.593, 1.311], [-0.086, 1.405, -0.350], [0.776, 2.234, -2.719], [-1.678, -1.099, 2.210], [0.692, -0.533, 2.657], [1.471, -0.473, 2.101], [1.581, 0.705, -3.138], [-1.650, 1.138, 1.113], [-2.130, 0.777, -0.595], [-0.336, 2.420, -0.684], [0.692, 1.463, 0.427], [-0.447, -3.302, 2.149], [2.195, 1.661, -1.746]],
  "lowdin_charge": [2.37, -0.46, -0.40, -0.32, -0.11, -0.03, -0.18, -0.25, -0.15, 0.13, 0.16, 0.12, 0.10, 0.10, 0.17, 0.16, 0.16, 0.14, 0.16, 0.13]
}


# 5
{
  "formula": "C5H11N",
  "method": "ωB97M-V with the def2-TZVPD basis set",
  "total_charge": 0,
  "homo_energy_ev": -8.6,
  "orbital_gap_ev": 9.56,
  "relative_energy_kcal_mol": 130.2,
  "elements": ["N", "C", "C", "C", "C", "C", "H", "H", "H", "H", "H", "H", "H", "H", "H", "H", "H"],
  "positions_angstrom": [[2.205, 1.590, -0.587], [0.412, 0.068, -0.438], [-1.025, -1.042, 1.373], [1.556, 0.599, 0.400], [-1.726, -0.669, -1.051], [-0.689, -0.533, -0.020], [-2.453, 0.504, -1.419], [0.585, 0.351, -1.544], [3.070, 2.077, -0.297], [-1.083, -1.049, -2.064], [1.198, 0.944, 1.457], [1.569, 2.592, -0.883], [-2.314, -1.190, 1.578], [-0.521, -2.221, 1.338], [-2.740, -1.439, -0.662], [2.408, -0.189, 0.531], [-0.453, -0.395, 2.286]],
  "lowdin_charge": [-0.10, -0.16, -0.11, -0.27, -0.17, -0.53, 0.16, 0.13, 0.03, 0.12, 0.11, 0.16, 0.13, 0.14, 0.12, 0.13, 0.11]
}